No. 1
A cluster of 2 separate species, C5H15NO in total at a distorted geometry, computed with wB97M-V/def2-TZVPD.

Summary:
HOMO-LUMO gap, eV: 9.350
Structure (SMILES): CCCN(C)C.O
E_LUMO, eV: 0.84
DFT total energy, hartree: -329.3936
ΔE to the lowest compared entry with this formula, charge and spin, kJ/mol: 299.2
HOMO, eV: -8.51

Element x y z (Å)
C1 -0.720 -0.410 2.508
C2 -0.348 0.977 1.817
C3 -0.514 0.912 0.293
N1 0.742 0.951 -0.487
C4 1.553 -0.290 -0.495
C5 0.379 1.383 -1.836
H1 0.161 -0.587 3.305
H2 -1.763 -0.334 2.930
H3 -0.741 -1.280 1.811
H4 0.736 1.167 1.825
H5 -1.074 1.857 2.238
H6 -1.291 1.683 0.009
H7 -1.002 -0.046 0.158
H8 0.880 -1.172 -0.677
H9 2.150 -0.236 0.452
H10 2.266 -0.285 -1.318
H11 -0.674 1.011 -2.095
H12 0.507 2.397 -1.621
H13 1.088 0.991 -2.555
O1 -1.035 -3.018 -2.227
H14 -0.667 -3.279 -1.360
H15 -0.634 -2.390 -2.675

Want to see where the charge sits? The natural (NBO) charges in e are: C -0.63; C -0.42; C -0.23; N -0.45; C -0.42; C -0.42; H 0.21; H 0.22; H 0.20; H 0.22; H 0.21; H 0.21; H 0.16; H 0.16; H 0.21; H 0.20; H 0.17; H 0.22; H 0.19; O -0.95; H 0.48; H 0.46

No. 2
An isolated molecule of C2H2NPS at a distorted geometry, computed with wB97M-V/def2-TZVPD.

Summary:
HOMO-LUMO gap (alpha / beta), eV: 9.426 / 9.425
Structure (SMILES): c1nscp1
E_LUMO (alpha / beta), eV: -0.07 / -0.07
DFT total energy, hartree: -871.6295
ΔE to the lowest compared entry with this formula, charge and spin, kJ/mol: 202.8
HOMO (alpha / beta), eV: -9.50 / -9.50

Element x y z (Å)
C1 -0.420 -0.963 -0.737
N1 0.672 0.105 -1.373
S1 1.048 1.179 -0.301
C2 0.137 0.727 1.045
P1 -0.861 -0.689 0.874
H1 -0.761 -1.694 -1.438
H2 0.187 1.336 1.932

Want to see where the charge sits? The natural (NBO) charges in e are: C -0.45; N -0.68; S 0.89; C -0.91; P 0.66; H 0.23; H 0.25

No. 3
A cluster of 5 separate species, C15H34BrI2NO10P3 in total at a distorted geometry, computed with wB97M-V/def2-TZVPD.

Summary:
HOMO-LUMO gap, eV: 7.179
E_LUMO, eV: 1.96
DFT total energy, hartree: -5592.6953
Net charge: -1
ΔE to the lowest compared entry with this formula, charge and spin, kJ/mol: 0.0
HOMO, eV: -5.22

Element x y z (Å)
O1 0.132 1.667 0.112
P1 -0.580 1.307 -1.324
O2 -1.458 2.595 -1.887
C1 0.764 0.970 -2.542
O3 1.846 1.868 -2.631
P2 3.323 1.135 -2.070
O4 4.716 0.184 -1.712
I1 4.875 2.990 -3.154
C2 3.415 2.177 -0.526
C3 4.464 2.031 0.357
C4 4.528 2.850 1.473
C5 3.533 3.780 1.637
N1 2.487 3.949 0.838
C6 2.465 3.144 -0.222
O5 2.393 -0.151 -1.366
C7 1.340 -0.440 -2.140
Br1 1.774 -1.599 -3.739
P3 0.074 -1.504 -1.173
O6 0.783 -3.006 -1.116
I2 -1.818 -1.897 -2.707
H1 -0.605 1.807 0.722
H2 -2.178 2.707 -1.260
H3 0.289 0.975 -3.526
H4 3.392 0.586 -3.362
H5 5.508 0.721 -1.788
H6 5.261 1.322 0.216
H7 5.332 2.797 2.189
H8 3.603 4.436 2.501
H9 1.639 3.267 -0.906
H10 0.612 -3.433 -1.969
C8 2.782 7.959 1.045
C9 2.151 8.073 2.418
O7 0.795 7.634 2.401
H11 2.225 8.550 0.317
H12 3.818 8.303 1.057
H13 2.766 6.918 0.715
H14 2.146 9.108 2.761
H15 2.710 7.473 3.145
H16 0.795 6.715 2.109
C10 -0.089 -1.158 3.887
C11 -1.060 -0.878 2.755
O8 -0.980 0.480 2.328
H17 -0.292 -0.502 4.735
H18 -0.163 -2.195 4.218
H19 0.938 -0.968 3.567
H20 -2.087 -1.049 3.078
H21 -0.856 -1.532 1.903
H22 -0.073 0.630 2.035
C12 -4.213 -5.810 -2.959
C13 -2.853 -6.448 -3.184
O9 -1.802 -5.534 -2.902
H23 -4.324 -4.925 -3.586
H24 -5.019 -6.509 -3.191
H25 -4.319 -5.488 -1.920
H26 -2.739 -6.750 -4.224
H27 -2.740 -7.338 -2.553
H28 -1.886 -5.263 -1.982
C14 -5.612 -6.018 1.242
C15 -5.034 -4.819 1.973
O10 -4.436 -3.896 1.070
H29 -4.833 -6.526 0.673
H30 -6.056 -6.729 1.942
H31 -6.381 -5.704 0.533
H32 -4.255 -5.133 2.665
H33 -5.816 -4.307 2.545
H34 -5.115 -3.598 0.458

Want to see where the charge sits? The natural (NBO) charges in e are: O -0.99; P 1.29; O -0.97; C -0.30; O -0.82; P 1.71; O -1.03; I -0.49; C -0.38; C -0.14; C -0.28; C 0.02; N -0.45; C 0.06; O -0.79; C -0.05; Br -0.10; P 0.94; O -1.00; I -0.17; H 0.51; H 0.49; H 0.24; H -0.08; H 0.48; H 0.22; H 0.21; H 0.17; H 0.21; H 0.49; C -0.64; C -0.06; O -0.73; H 0.21; H 0.20; H 0.23; H 0.16; H 0.15; H 0.47; C -0.63; C -0.06; O -0.75; H 0.20; H 0.21; H 0.21; H 0.17; H 0.18; H 0.48; C -0.64; C -0.06; O -0.72; H 0.21; H 0.20; H 0.20; H 0.17; H 0.15; H 0.47; C -0.63; C -0.06; O -0.71; H 0.21; H 0.21; H 0.20; H 0.18; H 0.15; H 0.46

No. 4
A cluster of 3 separate species, C2H11NO2S in total at a distorted geometry, computed with wB97M-V/def2-TZVPD.

Summary:
HOMO-LUMO gap, eV: 9.740
Structure (SMILES): NCCS.O.O
E_LUMO, eV: 0.51
DFT total energy, hartree: -686.1926
ΔE to the lowest compared entry with this formula, charge and spin, kJ/mol: 59.7
HOMO, eV: -9.23

Element x y z (Å)
N1 2.430 -0.344 1.370
C1 1.120 0.300 1.260
C2 0.961 0.753 -0.170
S1 -0.419 1.942 -0.377
H1 2.633 -0.878 2.203
H2 2.605 -0.907 0.551
H3 1.164 1.184 1.890
H4 0.309 -0.313 1.647
H5 1.844 1.273 -0.526
H6 0.746 -0.077 -0.836
H7 -1.025 1.994 0.817
O1 -1.271 -1.999 -2.202
H8 -1.729 -2.270 -1.399
H9 -1.068 -1.077 -2.008
O2 -2.631 -0.205 -0.513
H10 -2.621 0.751 -0.319
H11 -3.049 -0.128 -1.387

Want to see where the charge sits? The natural (NBO) charges in e are: N -0.85; C -0.23; C -0.50; S -0.08; H 0.37; H 0.35; H 0.19; H 0.18; H 0.23; H 0.21; H 0.12; O -0.94; H 0.47; H 0.47; O -0.95; H 0.47; H 0.47

Q: Which of these has the highest ΔE to the lowest compared entry with this formula, charge and spin?
A: C5H15NO

Q: Which of these has the highest ΔE to the lowest compared entry with this formula, charge and spin?
A: C5H15NO

Q: Which value of ΔE to the lowest compared entry with this formula, charge and spin does entry 3 give?
A: 0.0 kJ/mol